Record 1
Formula: C12H28BLaN2O2P2
Source: the Open Molecules 2025 dataset
Level of theory: ωB97M-V with the def2-TZVPD basis set

Results
LUMO (spin up / spin down): -0.38 / -0.21 eV
Frontier orbital gap (spin up / spin down): 3.82 / 4.01 eV

Geometry as ORCA input:
```
! wB97M-V def2-TZVPD RIJCOSX def2/J DEFGRID3
* xyz 0 1
C -0.814 0.954 -3.494
C -0.881 0.532 -2.144
N 0.128 0.871 -1.250
C 0.873 1.963 -1.547
C 0.860 2.516 -2.813
C 0.058 1.974 -3.817
C -1.959 -0.267 -1.720
P -2.690 -0.427 -0.148
La 0.398 -1.041 0.432
P 2.253 1.403 0.815
C 1.677 2.617 -0.470
O -0.599 -3.574 -3.281
O -0.443 -3.583 0.339
H -1.507 0.539 -4.229
H 1.482 3.382 -3.014
H 0.051 2.405 -4.821
C -4.106 0.667 -0.067
C -3.408 -2.094 -0.179
H 2.544 3.136 -0.902
H 1.072 3.357 0.079
H -0.725 -4.332 -3.870
H -2.400 -0.833 -2.549
C 2.682 2.619 2.114
C 3.947 1.138 0.127
H 2.783 -1.339 0.605
H -0.460 -4.124 1.147
H -0.236 -4.207 -0.364
H 0.150 -3.090 -3.675
H -1.840 -0.228 1.044
H 2.626 -1.425 1.379
H -4.972 0.279 -0.625
H -4.405 0.796 0.978
H -3.843 1.644 -0.489
H -4.331 -2.107 -0.786
H -2.724 -2.856 -0.581
H -3.682 -2.390 0.841
H 4.564 2.044 0.202
H 4.428 0.317 0.668
H 3.898 0.830 -0.922
H 3.645 3.120 1.931
H 1.892 3.377 2.181
H 2.717 2.094 3.077
B 0.187 -1.113 5.501
C 0.297 -1.095 3.954
N 0.359 -1.046 2.772
H -0.994 -0.966 5.763
H 0.873 -0.228 5.938
H 0.576 -2.211 5.870
*
```

Computed Löwdin charges, given in elementary charges:
1 C -0.06
2 C -0.41
3 N -0.10
4 C -0.38
5 C -0.07
6 C -0.08
7 C -0.32
8 P 0.74
9 La 1.20
10 P 0.77
11 C -0.32
12 O -0.08
13 O -0.17
14 H 0.11
15 H 0.10
16 H 0.11
17 C -0.23
18 C -0.25
19 H 0.09
20 H 0.09
21 H 0.04
22 H 0.08
23 C -0.28
24 C -0.31
25 H -0.08
26 H 0.08
27 H 0.05
28 H 0.04
29 H -0.05
30 H -0.01
31 H 0.06
32 H 0.05
33 H 0.06
34 H 0.05
35 H 0.03
36 H 0.05
37 H 0.04
38 H 0.02
39 H 0.04
40 H 0.04
41 H 0.04
42 H 0.04
43 B -0.44
44 C -0.23
45 N -0.18
46 H 0.00
47 H 0.00
48 H 0.00

***

Record 2
Formula: C12H28F2N4O4Pt
Source: the Open Molecules 2025 dataset
Level of theory: ωB97M-V with the def2-TZVPD basis set

Results
LUMO (spin up / spin down): 0.61 / 0.60 eV
⟨S²⟩: 2.00
Frontier orbital gap (spin up / spin down): 6.96 / 7.89 eV

Geometry as ORCA input:
```
! wB97M-V def2-TZVPD RIJCOSX def2/J DEFGRID3
* xyz 0 3
Pt 0.094 0.345 -0.899
F 1.883 0.316 0.194
F -1.731 0.490 -1.863
C 0.494 3.331 -1.959
O 0.834 2.162 -2.037
N 0.800 4.114 -0.918
C 0.333 5.469 -0.816
C 1.680 3.641 0.137
H -0.126 3.810 -2.730
H 1.082 6.192 -1.178
H 0.211 5.745 0.233
H -0.587 5.653 -1.365
H 2.396 4.416 0.407
H 1.070 3.378 1.003
H 2.201 2.742 -0.184
C -1.691 2.324 1.433
O -0.897 1.720 0.744
N -1.789 2.189 2.766
C -2.872 2.781 3.514
C -0.808 1.413 3.491
H -2.413 3.038 1.000
H -3.704 2.079 3.618
H -3.246 3.691 3.042
H -2.527 3.080 4.504
H -0.154 0.919 2.775
H -0.255 2.077 4.155
H -1.301 0.619 4.058
C -0.721 -2.475 1.033
O -0.468 -1.567 0.274
N 0.232 -3.163 1.698
C -0.088 -4.182 2.634
C 1.637 -2.868 1.439
H -1.742 -2.823 1.264
H 0.206 -3.910 3.650
H 0.318 -5.160 2.369
H -1.178 -4.294 2.654
H 1.754 -1.930 0.901
H 2.166 -2.853 2.393
H 2.074 -3.702 0.874
C 1.290 -2.344 -2.708
O 0.962 -1.187 -2.513
N 0.617 -3.175 -3.513
C 1.161 -4.446 -3.918
C -0.555 -2.701 -4.217
H 2.135 -2.816 -2.182
H 1.959 -4.702 -3.223
H 1.492 -4.392 -4.957
H 0.395 -5.221 -3.849
H -0.359 -2.639 -5.295
H -1.369 -3.430 -4.126
H -0.894 -1.752 -3.813
*
```

Computed Löwdin charges, given in elementary charges:
1 Pt 1.27
2 F -0.62
3 F -0.66
4 C -0.31
5 O -0.10
6 N -0.18
7 C -0.07
8 C -0.03
9 H 0.15
10 H 0.09
11 H 0.09
12 H 0.09
13 H 0.09
14 H 0.08
15 H 0.08
16 C -0.30
17 O -0.08
18 N -0.19
19 C -0.06
20 C -0.03
21 H 0.15
22 H 0.09
23 H 0.09
24 H 0.09
25 H 0.09
26 H 0.09
27 H 0.09
28 C -0.30
29 O -0.08
30 N -0.19
31 C -0.08
32 C -0.02
33 H 0.14
34 H 0.09
35 H 0.09
36 H 0.08
37 H 0.06
38 H 0.09
39 H 0.09
40 C -0.31
41 O -0.07
42 N -0.19
43 C -0.06
44 C -0.03
45 H 0.14
46 H 0.08
47 H 0.09
48 H 0.09
49 H 0.09
50 H 0.09
51 H 0.09

***

Record 3
Formula: C12H28FN2O6S5
Source: the Open Molecules 2025 dataset
Level of theory: ωB97M-V with the def2-TZVPD basis set

Results
LUMO: -5.78 eV
Frontier orbital gap: 4.03 eV

Geometry as ORCA input:
```
! wB97M-V def2-TZVPD RIJCOSX def2/J DEFGRID3
* xyz 1 1
O 1.851 -0.701 1.278
S 1.042 0.373 0.456
O 1.442 0.362 -1.051
F 1.190 1.970 1.127
C -0.790 -0.089 0.660
C -1.900 1.098 0.728
C -3.497 0.776 0.906
C -3.774 -0.868 1.047
N -2.556 -1.739 0.965
N -1.235 -1.496 0.788
H -1.528 2.216 0.626
H -4.352 1.575 0.971
H -4.879 -1.289 1.221
H -2.790 -2.777 1.058
C 5.683 2.575 -2.890
S 5.492 0.781 -2.756
O 6.123 0.168 -3.971
C 3.700 0.764 -3.008
H 6.745 2.818 -2.799
H 5.315 2.919 -3.859
H 5.131 3.063 -2.083
H 3.454 1.220 -3.970
H 3.212 1.311 -2.197
H 3.358 -0.273 -3.000
C -8.636 -3.572 -0.421
S -7.330 -2.345 -0.676
O -6.834 -1.927 0.676
C -8.420 -1.035 -1.284
H -8.186 -4.475 -0.003
H -9.382 -3.184 0.276
H -9.104 -3.811 -1.378
H -9.180 -0.803 -0.534
H -8.896 -1.357 -2.213
H -7.818 -0.144 -1.477
C -3.954 0.486 6.783
S -3.648 0.247 5.016
O -4.601 1.133 4.269
C -4.302 -1.439 4.939
H -3.652 1.501 7.053
H -5.017 0.356 7.000
H -3.363 -0.231 7.357
H -5.343 -1.452 5.269
H -3.699 -2.094 5.573
H -4.246 -1.787 3.905
C 9.130 1.627 -4.024
S 9.165 1.063 -2.306
O 9.230 2.281 -1.433
C 10.828 0.354 -2.374
H 8.183 2.142 -4.202
H 9.957 2.317 -4.209
H 9.204 0.766 -4.693
H 11.551 1.122 -2.660
H 10.846 -0.466 -3.096
H 11.082 -0.032 -1.384
*
```

Computed Löwdin charges, given in elementary charges:
1 O -0.30
2 S 0.94
3 O -0.31
4 F -0.22
5 C -0.16
6 C 0.08
7 C 0.10
8 C 0.12
9 N -0.01
10 N 0.10
11 H 0.14
12 H 0.14
13 H 0.12
14 H 0.20
15 C -0.26
16 S 0.80
17 O -0.56
18 C -0.28
19 H 0.02
20 H 0.06
21 H 0.06
22 H 0.06
23 H 0.02
24 H 0.05
25 C -0.25
26 S 0.83
27 O -0.60
28 C -0.26
29 H 0.06
30 H 0.06
31 H 0.06
32 H 0.06
33 H 0.06
34 H 0.05
35 C -0.26
36 S 0.79
37 O -0.58
38 C -0.27
39 H 0.06
40 H 0.06
41 H 0.06
42 H 0.07
43 H 0.06
44 H 0.02
45 C -0.26
46 S 0.79
47 O -0.56
48 C -0.27
49 H 0.02
50 H 0.06
51 H 0.06
52 H 0.06
53 H 0.05
54 H 0.05

***

Record 4
Formula: C12H28IrP2S3
Source: the Open Molecules 2025 dataset
Level of theory: ωB97M-V with the def2-TZVPD basis set

Results
LUMO (spin up / spin down): -12.51 / -12.51 eV
Frontier orbital gap (spin up / spin down): 7.14 / 7.15 eV

Geometry as ORCA input:
```
! wB97M-V def2-TZVPD RIJCOSX def2/J DEFGRID3
* xyz 3 1
Ir 0.096 -0.019 -0.088
C -1.177 -3.138 0.082
C 0.278 -3.229 0.419
S 1.276 -1.967 -0.428
C 1.156 -2.324 -2.186
C -0.096 -1.843 -2.859
S -0.492 -0.158 -2.370
C -2.309 -0.193 -2.247
C -2.797 -1.241 -1.284
S -1.719 -1.377 0.203
H -1.438 -3.515 -0.904
H -1.759 -3.705 0.812
H 0.447 -3.005 1.474
H 0.678 -4.228 0.236
H 2.052 -1.871 -2.616
H 1.268 -3.405 -2.292
H 0.054 -1.820 -3.940
H -0.949 -2.484 -2.661
H -2.556 0.804 -1.891
H -2.771 -0.309 -3.230
H -3.792 -0.967 -0.926
H -2.882 -2.242 -1.703
C 1.130 -0.959 3.225
P 1.235 0.277 1.923
C 2.975 0.680 1.671
C 0.428 1.787 2.575
C 0.521 2.925 1.537
P -0.101 2.363 -0.112
C -1.775 3.023 -0.278
C 0.910 3.173 -1.369
H 1.617 -0.545 4.111
H 1.649 -1.880 2.957
H 0.088 -1.174 3.460
H 3.320 1.187 2.576
H 3.136 1.327 0.809
H 3.559 -0.231 1.533
H 0.865 2.082 3.532
H -0.616 1.525 2.771
H 1.546 3.276 1.403
H -0.061 3.787 1.867
H -1.720 4.105 -0.136
H -2.440 2.598 0.473
H -2.175 2.836 -1.274
H 0.942 4.235 -1.113
H 0.473 3.061 -2.361
H 1.927 2.780 -1.381
*
```

Computed Löwdin charges, given in elementary charges:
1 Ir 0.49
2 C -0.39
3 C -0.43
4 S 0.86
5 C -0.43
6 C -0.43
7 S 0.86
8 C -0.42
9 C -0.39
10 S 0.92
11 H 0.09
12 H 0.12
13 H 0.07
14 H 0.13
15 H 0.11
16 H 0.13
17 H 0.12
18 H 0.08
19 H 0.06
20 H 0.13
21 H 0.12
22 H 0.10
23 C -0.20
24 P 0.67
25 C -0.20
26 C -0.37
27 C -0.35
28 P 0.71
29 C -0.21
30 C -0.21
31 H 0.09
32 H 0.06
33 H 0.07
34 H 0.09
35 H 0.05
36 H 0.07
37 H 0.12
38 H 0.10
39 H 0.10
40 H 0.11
41 H 0.08
42 H 0.07
43 H 0.05
44 H 0.09
45 H 0.06
46 H 0.06

***

Record 5
Formula: C12H28N3O3
Source: the Open Molecules 2025 dataset
Level of theory: ωB97M-V with the def2-TZVPD basis set

Results
LUMO: -5.11 eV
Frontier orbital gap: 6.14 eV

Geometry as ORCA input:
```
! wB97M-V def2-TZVPD RIJCOSX def2/J DEFGRID3
* xyz 1 1
C 2.596 1.781 3.608
C 1.235 1.516 4.479
C 0.478 0.071 4.108
C 1.349 -1.248 4.551
N 1.379 -2.357 3.506
C 1.747 -1.657 2.216
N 2.944 -1.928 1.547
N 0.803 -0.670 1.571
C -0.073 0.055 2.566
H 3.517 1.486 4.300
H 2.684 2.965 3.479
H 2.641 1.245 2.569
H 1.492 1.458 5.621
H 0.410 2.347 4.306
H -0.492 0.068 4.805
H 0.830 -1.729 5.513
H 2.408 -0.895 4.908
H 2.242 -2.919 3.762
H 3.816 -1.360 1.672
H 2.893 -2.724 0.846
H 1.279 -0.006 0.922
H -0.099 1.195 2.212
H -1.211 -0.300 2.493
C 1.566 0.315 -2.578
O 0.272 -0.197 -2.846
C -0.436 -0.532 -1.651
C -1.945 -0.548 -1.910
O -2.525 0.764 -1.912
C -2.258 1.559 -3.075
C -3.053 1.105 -4.301
O -2.421 -0.020 -4.914
C -3.313 -0.757 -5.733
H 2.169 -0.425 -2.042
H 2.049 0.544 -3.531
H 1.499 1.238 -1.997
H -0.209 0.190 -0.856
H -0.105 -1.528 -1.341
H -2.425 -1.076 -1.078
H -2.198 -1.095 -2.820
H -1.186 1.615 -3.278
H -2.585 2.572 -2.814
H -3.080 1.912 -5.041
H -4.075 0.851 -4.000
H -4.137 -1.157 -5.134
H -2.767 -1.595 -6.171
H -3.704 -0.128 -6.539
*
```

Computed Löwdin charges, given in elementary charges:
1 C -0.13
2 C -0.21
3 C -0.26
4 C -0.16
5 N 0.07
6 C -0.18
7 N 0.09
8 N 0.10
9 C -0.14
10 H 0.09
11 H 0.10
12 H 0.06
13 H 0.12
14 H 0.13
15 H 0.15
16 H 0.15
17 H 0.13
18 H 0.15
19 H 0.14
20 H 0.15
21 H 0.13
22 H 0.15
23 H 0.15
24 C -0.11
25 O -0.19
26 C -0.21
27 C -0.16
28 O -0.14
29 C -0.17
30 C -0.19
31 O -0.21
32 C -0.11
33 H 0.08
34 H 0.10
35 H 0.08
36 H 0.10
37 H 0.12
38 H 0.13
39 H 0.12
40 H 0.12
41 H 0.13
42 H 0.13
43 H 0.13
44 H 0.09
45 H 0.09
46 H 0.09